Entry 1:
C4H4AgO2 | ωB97M-V/def2-TZVPD

Values from the calculation:
<S²>: 0.80
HOMO energy (alpha / beta): -0.23997 / -0.29761 Ha
HOMO-LUMO gap (alpha / beta): 5.915 / 7.361 eV

The geometry in ORCA input format:
```
! wB97M-V def2-TZVPD RIJCOSX def2/J DEFGRID3
* xyz 0 2
O 2.001 -0.874 -0.436
C 0.605 -0.720 -0.662
H 0.887 0.055 0.221
C -0.634 -0.206 -1.112
C -1.451 -0.086 0.151
C -0.146 0.580 0.466
O 0.823 1.083 1.440
H -0.776 0.291 -2.074
H -1.724 -0.992 0.714
H -2.314 0.595 0.124
Ag 2.728 0.274 1.167
*
```



Entry 2:
CCl2F3PS2 | ωB97M-V/def2-TZVPD

Values from the calculation:
HOMO energy (alpha / beta): -0.34170 / -0.29343 Ha
HOMO-LUMO gap (alpha / beta): 9.337 / 4.058 eV

The geometry in ORCA input format:
```
! wB97M-V def2-TZVPD RIJCOSX def2/J DEFGRID3
* xyz 0 1
C 1.659 0.140 -0.181
F 1.565 1.422 -0.052
F 2.268 -0.440 -1.155
F 1.853 -0.435 0.949
P -2.603 -0.050 -0.020
S -1.975 1.519 1.031
S -1.136 -0.628 -1.184
Cl -4.334 0.326 -0.880
Cl -3.125 -1.505 1.148
*
```



Entry 3:
C16H31N3P2Ru | ωB97M-V/def2-TZVPD

Values from the calculation:
<S²>: 0.76
HOMO energy (alpha / beta): -0.67844 / -0.67841 Ha
HOMO-LUMO gap (alpha / beta): 6.782 / 6.412 eV

The geometry in ORCA input format:
```
! wB97M-V def2-TZVPD RIJCOSX def2/J DEFGRID3
* xyz 3 2
Ru -0.163 0.638 0.111
C 0.779 1.403 2.818
C -0.747 1.261 2.914
N -1.386 1.633 1.624
C -1.414 3.113 1.410
C -1.265 3.425 -0.067
N -0.189 2.580 -0.682
C 1.226 3.052 -0.506
C 1.721 2.741 0.894
N 1.263 1.363 1.373
H 1.272 0.606 3.371
H 1.124 2.340 3.249
H -1.126 1.868 3.739
H -1.017 0.228 3.120
H -2.348 1.306 1.651
H -0.612 3.554 1.998
H -2.342 3.538 1.794
H -1.056 4.482 -0.240
H -2.186 3.184 -0.600
H -0.362 2.575 -1.686
H 1.302 4.121 -0.714
H 1.822 2.529 -1.254
H 1.344 3.469 1.605
H 2.808 2.784 0.943
H 2.077 0.754 1.344
C 2.779 -0.412 -1.807
P 0.982 -0.498 -1.620
C 0.250 0.159 -3.153
C 0.510 -2.244 -1.604
C 1.053 -3.142 -2.519
C 0.553 -4.434 -2.599
C -0.502 -4.830 -1.785
C -1.036 -3.951 -0.856
C -0.526 -2.657 -0.756
P -1.045 -1.575 0.587
C -2.842 -1.678 0.763
C -0.331 -2.291 2.100
H 3.054 -0.755 -2.806
H 3.268 -1.051 -1.072
H 3.143 0.610 -1.698
H 0.470 -0.506 -3.990
H 0.653 1.147 -3.386
H -0.839 0.217 -3.066
H 1.859 -2.848 -3.180
H 0.981 -5.132 -3.306
H -0.902 -5.831 -1.869
H -1.838 -4.290 -0.211
H -3.099 -2.686 1.095
H -3.335 -1.486 -0.190
H -3.214 -0.982 1.516
H -0.493 -3.370 2.052
H -0.822 -1.916 2.997
H 0.744 -2.117 2.154
*
```



Entry 4:
C3H2ClN4O | ωB97M-V/def2-TZVPD

Values from the calculation:
HOMO energy (alpha / beta): -0.12111 / -0.12124 Ha
structure (SMILES): N#C/N=C\N=C\O[N-]Cl
HOMO-LUMO gap (alpha / beta): 7.181 / 7.184 eV

The geometry in ORCA input format:
```
! wB97M-V def2-TZVPD RIJCOSX def2/J DEFGRID3
* xyz -1 1
N 0.308 -1.560 1.932
C -0.201 -1.395 0.871
N -1.129 -1.383 -0.006
C -1.367 -0.397 -0.829
N -0.737 0.816 -0.801
C 0.025 1.311 0.166
O 1.336 1.311 0.431
N 2.310 0.871 -0.381
Cl 2.049 -0.878 -0.875
H -2.074 -0.603 -1.590
H -0.520 1.907 1.083
*
```



In the order shown, the computed energy relative to the best compared isomer or geometry (same formula, charge and spin) values come out to 6.355, 3.496, 0.000, 3.106 eV.
In the order shown, the computed DFT total energy values come out to -451.848716, -2395.759981, -1569.176493, -869.839252 hartree.